Entry 1:
The following is a quantum chemistry calculation of 2 unconnected molecules or ions with the total composition C2H8NO, from the Open Molecules 2025 dataset.

Structure (XYZ):
```
12
Properties=species:S:1:pos:R:3:mulliken_charge:R:1
O -3.03911 -0.54777 0.18933 -1.127
H -3.19386 -0.05256 -0.59872 0.129
C 1.58858 0.58702 -0.08259 -1.181
C 0.24855 -0.10224 -0.44740 -0.108
N -0.28385 -0.93585 0.61042 -0.644
H 2.16548 1.22466 -0.81168 0.347
H 2.23857 -0.21816 0.27640 0.321
H 1.66969 1.48199 0.62772 0.290
H 0.37279 -0.56767 -1.39404 0.253
H -0.40945 0.84252 -0.58531 0.180
H -1.28611 -1.04531 0.68278 0.374
H -0.07129 -0.66663 1.53310 0.167
```

Computed properties:
- E_HOMO (eV) = -2.448
- total energy (eV) = -5740.0098
- orbital gap (eV) = 6.4
- total charge = -1
- multiplicity = 1



Entry 2:
The following is a quantum chemistry calculation of 2 unconnected molecules or ions with the total composition C4H12, from the Open Molecules 2025 dataset.

Structure (XYZ):
```
16
Properties=species:S:1:pos:R:3:mulliken_charge:R:1
C -0.27591 0.30017 -2.07715 -0.781
C 0.65606 -0.84688 -1.75572 -0.546
H -0.99726 0.44119 -1.28710 0.187
H 0.31240 1.28661 -2.03650 0.228
H -0.73903 0.44230 -3.03227 0.350
H 1.52219 -0.85302 -2.29274 0.372
H 0.18471 -1.81821 -1.86470 0.254
H 0.66595 -0.74128 -0.71671 -0.087
C 0.53261 0.54349 1.97848 -0.901
C -0.93567 -0.06076 1.87364 -0.649
H 1.30476 0.04280 1.30845 0.235
H 0.77236 1.47504 1.47229 0.314
H 0.82352 0.57689 2.97504 0.324
H -0.78364 -0.99722 1.33286 0.217
H -1.47727 -0.03923 2.87030 0.323
H -1.45122 0.56803 1.15554 0.159
```

Computed properties:
- E_HOMO (eV) = -11.221
- total energy (eV) = -4341.2729
- orbital gap (eV) = 12.4
- structure (SMILES) = CC.CC
- multiplicity = 1



Entry 3:
The following is a quantum chemistry calculation of a molecular structure, C33H29N5O2Sr, from the Open Molecules 2025 dataset.

Structure (XYZ):
```
70
Properties=species:S:1:pos:R:3:mulliken_charge:R:1
Sr 0.70864 0.13221 -0.21324 1.860
O 1.92965 -1.04007 -1.83582 -0.755
C 2.50740 -2.18251 -1.67463 -0.194
C 2.43248 -3.18042 -2.67875 -0.273
C 3.03445 -4.41019 -2.54022 -0.463
C 3.76432 -4.73768 -1.39748 -0.807
C 3.86241 -3.79186 -0.39962 -0.747
C 3.24946 -2.53372 -0.48679 1.176
C 3.41321 -1.69174 0.70178 -0.635
N 2.81196 -0.59493 0.93152 0.075
C 2.87485 0.11024 2.20273 -1.104
C 1.68497 -0.23101 3.13480 -0.719
N 0.41138 -0.57975 2.48564 -0.281
C -0.55122 0.25721 2.46127 -0.592
C -0.54234 1.70164 2.81746 0.376
C -1.23511 2.15812 3.93270 -0.400
C -1.25097 3.50325 4.26386 -0.786
C -0.56863 4.39821 3.44534 -0.463
C 0.10196 3.96846 2.31576 -0.822
C 0.12098 2.60879 1.94282 0.226
O 0.71719 2.19397 0.86211 -0.587
H 1.88247 -2.92905 -3.57779 0.430
H 2.94211 -5.13404 -3.34203 0.386
H 4.24363 -5.70125 -1.29738 0.412
H 4.42580 -4.02238 0.49908 0.298
H 4.13207 -2.08177 1.43730 0.202
H 2.85331 1.17810 1.98518 0.297
H 3.80528 -0.10988 2.74132 0.515
H 1.54122 0.58555 3.84710 0.418
H 1.96280 -1.13162 3.68701 0.512
H -1.47514 -0.14071 2.02022 0.572
H -1.76083 1.44667 4.56131 0.432
H -1.78060 3.84799 5.14121 0.380
H -0.56384 5.45333 3.69277 0.406
H 0.62857 4.67157 1.68142 0.485
C -4.21580 -2.41502 1.98723 -1.267
C -3.03055 -2.62362 1.09173 0.514
C -1.98713 -3.47170 1.46629 -0.448
C -0.89857 -3.62261 0.62955 -0.577
C -0.87973 -2.92007 -0.56936 -0.137
C -1.95568 -2.08956 -0.85042 -0.396
N -3.01086 -1.93609 -0.05078 -0.459
C -1.94368 -1.23405 -2.07869 0.160
C -2.56729 -1.59677 -3.26427 -0.383
C -2.51082 -0.71194 -4.32739 -0.791
C -1.84882 0.49849 -4.18373 -0.316
C -1.25081 0.78574 -2.96905 0.376
N -1.31376 -0.07276 -1.94835 0.254
C -0.53476 2.05965 -2.63795 -0.324
C 0.81766 2.20723 -2.90100 -0.282
C 1.43260 3.38013 -2.47052 -0.570
C 0.67660 4.31915 -1.80291 -0.410
C -0.67904 4.07801 -1.57433 0.725
C -1.52027 5.03421 -0.78563 -1.312
N -1.27454 2.96266 -1.99251 -0.405
H -4.32885 -3.23821 2.69112 0.395
H -5.12470 -2.31768 1.39644 0.359
H -4.10088 -1.49286 2.56106 0.263
H -2.04386 -3.99566 2.41093 0.365
H -0.07078 -4.26693 0.89516 0.483
H -0.05503 -3.00021 -1.26816 0.764
H -3.08228 -2.54413 -3.34049 0.510
H -2.98671 -0.96152 -5.26685 0.421
H -1.80159 1.20991 -4.99655 0.500
H 1.36915 1.42106 -3.40183 0.377
H 2.48921 3.53933 -2.64050 0.466
H 1.12419 5.23120 -1.43078 0.336
H -1.56057 4.70877 0.25698 0.204
H -2.53685 5.04267 -1.17354 0.394
H -1.10909 6.04249 -0.80879 0.382
```

Computed properties:
- E_HOMO (eV) = -7.331
- total energy (eV) = -47076.1792
- orbital gap (eV) = 7.8
- multiplicity = 1



Entry 4:
The following is a quantum chemistry calculation of 2 unconnected molecules or ions with the total composition C4H10O, from the Open Molecules 2025 dataset.

Structure (XYZ):
```
15
Properties=species:S:1:pos:R:3:mulliken_charge:R:1
C -1.96552 -0.16324 -0.27907 -1.040
C -0.65687 0.54567 -0.33686 -0.215
C 0.26929 0.46583 0.66107 0.106
C 1.74093 0.69352 0.62522 -1.230
H -2.75464 0.10881 -0.98725 0.329
H -1.70288 -1.21209 -0.48370 0.329
H -2.40668 -0.14516 0.71517 0.272
H -0.60822 1.48523 -0.89893 0.387
H -0.16165 0.35918 1.66578 0.296
H 2.18744 0.61302 -0.36372 0.323
H 2.00505 1.69420 0.99147 0.381
H 2.20654 -0.01397 1.33184 0.330
O 0.76537 -1.77140 -0.66514 -0.810
H 0.27099 -0.71899 -0.36643 0.271
H 0.81085 -1.94060 -1.60945 0.272
```

Computed properties:
- E_HOMO (eV) = -8.841
- total energy (eV) = -6354.4813
- orbital gap (eV) = 9.3
- structure (SMILES) = C/C=C/C.O
- multiplicity = 1



Entry 5:
The following is a quantum chemistry calculation of 2 unconnected molecules or ions with the total composition C4H12, from the Open Molecules 2025 dataset.

Structure (XYZ):
```
16
Properties=species:S:1:pos:R:3:mulliken_charge:R:1
C 1.16290 -1.31395 -1.69971 -0.780
C 1.54057 -0.09735 -0.96280 -0.716
H 1.66365 -2.25701 -1.32431 0.296
H 0.12885 -1.55908 -1.57252 0.278
H 1.38077 -1.35459 -2.73478 0.361
H 0.82704 0.75525 -1.21656 0.307
H 2.39684 0.44359 -1.36797 0.377
H 1.72161 -0.24789 0.22886 0.281
C -0.86454 0.81345 0.84048 -0.682
C -1.94151 0.44724 1.90913 -0.628
H 0.16602 0.99893 1.00212 0.487
H -0.69562 0.14054 -0.08387 0.111
H -1.20091 1.78153 0.38007 0.383
H -2.92107 0.82847 1.51972 0.284
H -1.46453 1.14075 2.64820 0.295
H -1.90009 -0.51987 2.43397 0.345
```

Computed properties:
- E_HOMO (alpha / beta) (eV) = -16.585 / -15.601
- ⟨S²⟩ = 0.754
- total energy (eV) = -4330.0289
- orbital gap (alpha / beta) (eV) = 13.6 / 4.6
- total charge = +1
- multiplicity = 2



Entry 6:
The following is a quantum chemistry calculation of 6 unconnected molecules or ions with the total composition C20H39BN3O22S6, from the Open Molecules 2025 dataset.

Structure (XYZ):
```
91
Properties=species:S:1:pos:R:3:mulliken_charge:R:1
C 6.18632 2.36404 -0.05109 -0.848
C 5.60373 0.81568 -0.20921 -0.049
C 4.15011 0.87157 -0.96546 -0.519
C 2.99778 1.68771 -0.06716 -0.439
N 1.66546 1.18552 -0.56742 -0.113
N 0.61884 2.07235 -0.31560 1.116
S 0.78196 2.89885 1.25541 -0.029
C 0.59043 3.04803 -1.47484 -0.803
B -0.05851 4.54039 -1.06670 0.612
O 0.79882 5.67136 -0.56230 -0.546
O -1.50435 4.87554 -1.21664 -0.485
C -0.62749 1.21785 -0.17162 0.621
C -0.74228 -0.13786 0.78544 -0.292
C -2.06826 -1.05500 0.99593 -0.692
N -3.32461 -0.73381 0.26095 -0.282
C -3.26872 0.45293 -0.63871 -0.241
C -2.07478 1.51523 -0.95195 -0.342
H 5.42692 3.14054 -0.54130 0.242
H 6.31680 2.55610 1.10899 0.220
H 7.20870 2.44362 -0.64785 0.296
H 6.32100 0.16587 -0.88102 -0.015
H 5.44499 0.34894 0.85729 0.310
H 4.27913 1.53871 -1.94706 0.268
H 3.71210 -0.16637 -1.28293 0.054
H 3.24439 1.40849 1.05323 0.185
H 3.20576 2.83765 -0.31027 0.231
H 1.75734 0.98703 -1.60384 0.221
H 1.20028 1.89882 2.18960 0.002
H 1.67453 3.31537 -1.89860 0.241
H 0.00126 2.63893 -2.42932 0.295
H 0.40792 5.87497 0.35996 0.328
H -1.50844 5.49071 -2.03301 0.330
H 0.22548 -0.43983 1.40550 0.531
H -1.99437 -1.98101 1.74372 0.287
H -4.28013 0.66754 -1.24004 0.202
H -2.19388 2.40860 -1.70260 0.228
C -5.84280 -0.30741 3.10614 -0.162
C -5.45313 -1.72754 2.70477 0.236
O -6.03358 -2.56885 3.69878 -0.392
S -7.42124 -1.89035 4.22269 1.087
O -8.52029 -2.50341 3.51039 -0.537
O -7.36997 -1.79947 5.66335 -0.535
O -7.17784 -0.40355 3.59972 -0.307
H -5.20590 0.06196 3.91637 0.290
H -5.79707 0.38711 2.26304 0.194
H -4.37017 -1.86709 2.66595 -0.160
H -5.88949 -1.99737 1.73724 0.279
C -1.17183 -1.67696 5.38538 -0.315
C -0.14789 -1.30088 6.45301 -0.443
O 0.91472 -0.66738 5.74426 -0.333
S 0.29758 0.11669 4.45399 1.251
O 0.12589 1.50748 4.81087 -0.634
O 1.01326 -0.31068 3.27435 -0.592
O -1.16973 -0.59386 4.45690 -0.209
H -0.86969 -2.58377 4.85157 0.276
H -2.17182 -1.81833 5.80408 0.353
H 0.21977 -2.17085 7.00234 0.327
H -0.56345 -0.57402 7.15892 0.316
C 0.02817 -3.87524 -2.40427 -0.398
C 1.05211 -3.49916 -1.33664 0.059
O 2.11472 -2.86565 -2.04540 -0.303
S 1.49758 -2.08158 -3.33567 0.965
O 1.32589 -0.69080 -2.97879 -0.441
O 2.21326 -2.50896 -4.51531 -0.564
O 0.03027 -2.79214 -3.33276 -0.313
H 0.33031 -4.78205 -2.93808 0.306
H -0.97182 -4.01661 -1.98558 0.342
H 1.41977 -4.36912 -0.78732 0.327
H 0.63655 -2.77230 -0.63073 -0.035
C 8.70001 -2.85011 -2.77897 -0.294
C 8.60612 -2.25972 -4.18337 -0.319
O 8.64253 -0.84662 -3.99735 -0.306
S 9.56462 -0.50718 -2.69545 1.044
O 10.89101 -0.16496 -3.15881 -0.556
O 8.80185 0.33307 -1.80183 -0.413
O 9.61596 -2.01364 -2.07430 -0.306
H 7.73354 -2.80424 -2.26673 0.244
H 9.05712 -3.88338 -2.78855 0.308
H 7.69044 -2.55721 -4.69990 0.313
H 9.47361 -2.54308 -4.78877 0.287
C -8.71945 1.71712 -2.43165 -0.394
C -7.37767 1.32893 -3.04700 -0.391
O -6.51883 1.07254 -1.93821 -0.311
S -7.40627 0.47234 -0.70831 1.253
O -7.29021 -0.96892 -0.72951 -0.593
O -7.14822 1.26553 0.47095 -0.557
O -8.87478 0.87283 -1.29225 -0.320
H -8.70904 2.75612 -2.08680 0.289
H -9.54988 1.57412 -3.12823 0.321
H -6.96544 2.11870 -3.67953 0.337
H -7.46340 0.40487 -3.62847 0.306
```

Computed properties:
- E_HOMO (eV) = -12.029
- total energy (eV) = -136554.3517
- orbital gap (eV) = 8.3
- total charge = +1
- multiplicity = 1



Entry 7:
The following is a quantum chemistry calculation of 6 unconnected molecules or ions with the total composition H12O6, from the Open Molecules 2025 dataset.

Structure (XYZ):
```
18
Properties=species:S:1:pos:R:3:mulliken_charge:R:1
O 25.78626 -7.86896 23.03341 -0.632
H 24.99924 -8.06313 23.54247 0.307
H 25.84242 -8.58182 22.39708 0.333
O 25.59935 -10.53876 20.40022 -0.710
H 25.88336 -11.10881 21.11480 0.409
H 24.86812 -11.00623 19.99647 0.304
O 23.20722 -12.44129 18.59143 -0.650
H 23.69559 -13.26309 18.54260 0.335
H 23.53946 -11.92085 17.86001 0.309
O 26.57891 -12.25340 17.86275 -0.613
H 26.28608 -11.45431 18.30088 0.307
H 26.62484 -12.01620 16.93655 0.319
O 27.68300 -8.94922 19.84393 -0.638
H 28.17207 -8.99950 20.66521 0.282
H 27.05205 -9.66715 19.89599 0.383
O 26.70228 -12.12510 22.31333 -0.639
H 27.57751 -12.45935 22.50951 0.290
H 26.10877 -12.80598 22.63013 0.304
```

Computed properties:
- E_HOMO (eV) = -10.663
- total energy (eV) = -12479.8684
- orbital gap (eV) = 10.8
- structure (SMILES) = O.O.O.O.O.O
- multiplicity = 1



Entry 8:
The following is a quantum chemistry calculation of C6H9N in the gas phase, from the Open Molecules 2025 dataset.

Structure (XYZ):
```
16
Properties=species:S:1:pos:R:3:mulliken_charge:R:1
C 2.41585 0.23335 0.76378 -1.191
C 1.00489 -0.20859 0.55881 0.353
C 0.38306 -1.42966 0.64605 -0.491
C -0.93576 -1.28326 0.11688 -0.615
C -1.08489 0.02464 -0.27597 0.376
C -2.14926 0.75385 -1.03245 -1.137
N 0.09598 0.66128 0.01217 -0.089
H 2.47346 1.18806 1.30085 0.324
H 2.98546 -0.51222 1.32273 0.312
H 2.90494 0.37024 -0.20947 0.268
H 0.83449 -2.34048 1.02112 0.397
H -1.67762 -2.06450 0.00508 0.408
H -2.01099 1.83398 -0.92985 0.315
H -2.09891 0.51709 -2.09966 0.238
H -3.15175 0.51070 -0.68043 0.316
H 0.25657 1.64744 -0.11388 0.215
```

Computed properties:
- E_HOMO (eV) = -7.661
- total energy (eV) = -7858.0872
- orbital gap (eV) = 8.7
- structure (SMILES) = Cc1ccc(C)[nH]1
- multiplicity = 1